Here is a 5-piece molecular cluster, C24H46Cl2FN2O16S4 overall at a distorted geometry from the OMol25 dataset. Energies are from ωB97M-V/def2-TZVPD.

* Kohn-Sham gap: 6.58 eV
* calculated total energy: -4867.980471 Eh
* molecular weight: 836.802 g/mol
* total charge: +1

Geometry as XYZ:
```
95
Properties=species:S:1:pos:R:3:forces:R:3
O 2.371 -0.313 9.467 0.109 0.565 -0.013
C 2.548 0.845 9.631 0.469 -0.022 -0.257
O 2.252 1.803 8.616 -0.358 -0.044 1.911
C 1.225 2.651 9.158 -1.005 -0.013 -1.248
C 1.167 4.013 8.312 -0.677 -0.448 0.791
C -0.347 4.266 7.984 -0.992 1.861 0.847
C -1.151 5.283 8.726 -1.906 -0.542 -0.915
C -0.521 6.186 9.840 -0.261 0.057 -1.148
C 0.587 7.147 9.233 -0.336 -0.605 0.247
O 1.504 7.561 9.843 -0.409 -0.109 -0.286
Cl 0.352 7.565 7.467 0.000 -0.220 0.951
C -2.574 5.396 8.353 3.111 -2.038 -0.866
F -3.400 6.265 8.955 1.106 -1.305 -0.981
C -3.038 4.472 7.258 -1.244 1.748 0.592
C -4.552 4.509 6.830 0.838 -1.448 -0.340
C -5.192 3.122 7.329 0.520 0.178 1.170
C -6.339 3.308 8.410 -0.105 -1.476 -0.591
O -7.579 2.859 7.816 0.373 0.674 0.331
N -2.242 3.607 6.614 -0.844 1.612 1.374
N -0.996 3.564 7.006 2.174 0.166 0.966
Cl -0.011 2.433 6.142 -0.510 0.389 0.325
H 3.001 1.292 10.568 -0.505 -0.146 -0.858
H 1.301 2.829 10.262 0.310 0.020 -0.929
H 0.246 2.105 8.997 0.896 0.497 0.320
H 1.796 3.961 7.388 -0.681 -0.098 0.830
H 1.585 4.811 8.976 -0.605 -0.438 -0.863
H -0.085 5.549 10.649 -0.183 0.722 -0.670
H -1.293 6.874 10.290 0.672 -0.857 -0.511
H -5.072 5.407 7.240 0.493 -0.791 -0.338
H -4.618 4.482 5.706 0.280 0.440 1.168
H -4.382 2.515 7.830 -0.709 0.591 -0.610
H -5.539 2.488 6.465 0.180 0.916 0.853
H -6.429 4.365 8.767 -0.209 -0.904 -0.537
H -6.163 2.649 9.313 0.166 0.800 -0.838
H -7.440 1.986 7.416 -0.002 0.407 0.340
O -3.095 -0.957 2.982 -0.059 0.241 -0.225
S -2.328 0.165 2.529 0.698 -0.138 -0.211
O -2.825 1.060 1.527 -0.182 -0.238 0.268
O -0.867 -0.338 2.104 -0.376 0.465 0.635
C -0.761 -1.365 1.103 -0.012 -0.648 -0.934
C -1.073 -0.844 -0.286 -0.259 0.194 -0.024
C -1.835 1.127 3.928 0.087 -0.075 -0.042
H -1.401 -2.213 1.360 -0.055 0.169 0.157
H 0.269 -1.723 1.127 -0.036 0.233 0.328
H -2.116 -0.533 -0.367 0.038 -0.051 0.003
H -0.897 -1.614 -1.039 0.115 0.011 0.081
H -0.458 0.027 -0.518 0.049 -0.110 -0.017
H -1.425 0.465 4.688 -0.054 -0.060 -0.102
H -2.723 1.631 4.308 -0.018 -0.067 -0.080
H -1.100 1.862 3.608 -0.074 -0.068 -0.106
O -0.076 -2.026 -3.784 0.409 0.040 0.292
S 1.080 -2.820 -4.094 0.118 -0.315 -0.843
O 2.117 -3.049 -3.128 -0.357 0.277 0.122
O 1.741 -2.271 -5.448 -0.369 -0.524 0.348
C 2.135 -0.892 -5.506 0.456 0.910 0.022
C 3.385 -0.625 -4.688 0.011 -0.136 0.330
C 0.552 -4.386 -4.715 0.011 -0.012 -0.135
H 1.311 -0.247 -5.190 -0.064 -0.203 0.038
H 2.338 -0.663 -6.552 -0.234 -0.328 -0.003
H 3.205 -0.783 -3.624 0.010 0.030 -0.045
H 3.719 0.406 -4.820 -0.059 -0.043 -0.137
H 4.189 -1.302 -4.983 -0.027 0.082 -0.059
H -0.213 -4.230 -5.473 0.071 0.024 0.012
H 0.141 -4.950 -3.878 0.040 0.127 0.040
H 1.411 -4.910 -5.127 -0.048 0.050 -0.013
O 1.927 -7.194 -7.450 0.091 -0.268 -0.206
S 3.194 -7.861 -7.353 0.431 -0.095 0.545
O 3.837 -8.426 -8.501 -0.416 0.168 0.020
O 3.108 -8.975 -6.199 0.234 0.588 -0.112
C 2.094 -9.984 -6.302 -0.573 -0.714 -0.246
C 2.412 -11.004 -7.379 0.114 0.087 -0.281
C 4.347 -6.787 -6.553 0.006 -0.043 0.164
H 1.116 -9.524 -6.469 0.138 0.151 -0.031
H 2.052 -10.487 -5.334 0.217 0.309 0.059
H 2.403 -10.549 -8.370 -0.028 -0.022 0.052
H 1.677 -11.811 -7.376 0.012 0.046 0.129
H 3.407 -11.427 -7.227 -0.080 -0.021 0.057
H 3.887 -6.372 -5.659 0.017 -0.050 -0.028
H 4.592 -5.991 -7.255 -0.098 -0.087 -0.053
H 5.242 -7.354 -6.307 -0.068 -0.005 -0.025
O 1.547 0.504 -8.698 0.134 0.356 0.090
S 1.497 1.385 -9.830 -0.450 0.009 -0.651
O 2.416 2.476 -9.971 -0.044 -0.259 0.371
O -0.002 1.938 -9.993 0.424 -0.407 -0.228
C -0.599 2.621 -8.883 -0.236 0.571 0.698
C -0.019 4.010 -8.689 0.310 0.056 -0.021
C 1.549 0.424 -11.310 -0.151 -0.033 -0.050
H -0.505 2.023 -7.973 0.117 -0.093 -0.139
H -1.664 2.706 -9.102 0.136 -0.246 -0.257
H 1.034 3.964 -8.408 -0.059 -0.005 0.006
H -0.552 4.544 -7.900 -0.093 -0.084 -0.062
H -0.081 4.585 -9.615 -0.076 -0.022 0.059
H 0.833 -0.391 -11.232 0.013 0.061 0.024
H 2.559 0.030 -11.409 -0.015 0.073 0.116
H 1.319 1.069 -12.156 0.007 0.005 0.079
```
Forces are in eV/Å.


Here is one molecule with the formula C6H12O at a distorted geometry from the OMol25 dataset. Energies are from ωB97M-V/def2-TZVPD.

* Kohn-Sham gap: 11.01 eV
* calculated total energy: -311.002005 Eh
* structure (SMILES): CC(C)[C@H]1O[C@H]1C
* molecular weight: 100.161 g/mol
* total charge: 0
* relative energy (zero: lowest compared OMol25 entry of this formula, charge and spin): 150.4 kJ/mol

Geometry as XYZ:
```
19
Properties=species:S:1:pos:R:3:forces:R:3
C -0.726 2.139 -0.213 -0.130 0.042 -0.080
C 0.004 0.805 -0.110 -0.133 -0.526 -1.356
C 1.432 0.986 0.309 0.370 0.134 0.169
C -0.782 -0.227 0.600 -1.292 -0.089 -0.663
O -1.650 -0.951 -0.416 -0.432 0.853 0.932
C -0.689 -1.647 0.309 0.128 -0.612 0.614
C 0.373 -2.325 -0.460 0.465 -0.131 -0.245
H -0.239 2.799 -0.936 0.033 -0.092 0.055
H -1.751 1.989 -0.549 -0.072 -0.005 -0.006
H -0.758 2.676 0.740 0.047 -0.126 0.054
H -0.074 0.291 -1.088 0.740 0.954 -0.143
H 1.492 1.595 1.202 0.052 0.149 0.353
H 1.941 1.534 -0.475 0.305 0.096 -0.131
H 1.976 0.064 0.504 -0.078 -0.150 -0.104
H -1.353 0.105 1.450 -0.209 -0.205 0.427
H -1.099 -2.299 1.066 -0.257 -0.192 0.371
H 0.746 -1.687 -1.253 0.156 -0.057 -0.171
H -0.030 -3.246 -0.882 0.026 0.029 -0.143
H 1.185 -2.599 0.205 0.280 -0.073 0.066
```
Forces are in eV/Å.


Here is one molecule with the formula C2H8N4O2 from the OMol25 dataset. Energies are from ωB97M-V/def2-TZVPD.

* Kohn-Sham gap: 9.87 eV
* calculated total energy: -450.385614 Eh
* structure (SMILES): C/N=C(\N)NN(O)O
* molecular weight: 120.112 g/mol
* total charge: 0
* relative energy (zero: lowest compared OMol25 entry of this formula, charge and spin): 524.8 kJ/mol

Geometry as XYZ:
```
16
Properties=species:S:1:pos:R:3:forces:R:3
C 1.283 0.805 1.544 0.006 -0.298 -0.062
N 0.154 0.596 0.678 -0.200 -0.058 -0.123
C 0.303 0.233 -0.534 -0.094 0.017 0.366
N 1.476 0.090 -1.221 -0.096 0.216 -0.186
N -0.827 -0.092 -1.302 0.320 0.200 -0.435
N -1.951 -0.615 -0.701 -0.586 -0.439 -0.158
O -1.516 -1.891 -0.205 0.213 0.072 0.152
O -2.422 0.119 0.378 -0.245 0.288 0.333
H 1.818 1.716 1.282 0.141 0.207 0.013
H 0.902 0.900 2.560 0.217 0.034 0.017
H 1.995 -0.030 1.518 0.033 -0.008 0.064
H 2.334 0.117 -0.711 0.251 0.102 0.105
H 1.468 -0.444 -2.074 -0.058 -0.097 0.154
H -1.041 0.485 -2.111 -0.006 -0.287 0.395
H -2.333 -2.381 -0.031 -0.002 0.336 -0.149
H -1.643 0.393 0.927 0.105 -0.285 -0.484
```
Forces are in eV/Å.


Here is a 2-piece molecular cluster, C4H6ClF overall at a distorted geometry from the OMol25 dataset. Energies are from ωB97M-V/def2-TZVPD.

* Kohn-Sham gap (alpha / beta): 7.47 / 9.08 eV
* calculated total energy: -715.864213 Eh
* molecular weight: 108.543 g/mol
* total charge: 0
* relative energy (zero: lowest compared OMol25 entry of this formula, charge and spin): 490.6 kJ/mol

Geometry as XYZ:
```
12
Properties=species:S:1:pos:R:3:forces:R:3
C 1.186 -0.966 0.834 -0.551 -2.238 1.443
C 0.864 -0.018 0.055 -2.899 1.141 -2.194
C 0.981 1.151 -0.822 -2.852 0.935 0.277
C -1.799 -0.298 0.112 -0.849 2.122 -0.230
F -2.086 -0.082 1.431 0.484 -0.520 -0.172
Cl -2.183 -1.954 -0.343 0.131 0.757 0.074
H 0.431 -1.857 0.938 1.611 1.546 0.217
H 2.104 -0.907 1.439 -0.204 -0.526 -0.245
H 0.396 2.057 -0.298 1.956 -1.670 -1.202
H 2.005 1.204 -1.073 1.499 1.188 0.079
H 0.509 1.080 -1.872 0.226 -0.461 1.730
H -2.408 0.590 -0.400 1.448 -2.272 0.224
```
Forces are in eV/Å.


Here is a 2-piece molecular cluster, CH4Cl2OSi overall at a distorted geometry from the OMol25 dataset. Energies are from ωB97M-V/def2-TZVPD.

* Kohn-Sham gap: 10.59 eV
* calculated total energy: -1325.681970 Eh
* structure (SMILES): C[Si](=O)Cl.Cl
* molecular weight: 131.034 g/mol
* total charge: 0
* relative energy (zero: lowest compared OMol25 entry of this formula, charge and spin): 263.0 kJ/mol

Geometry as XYZ:
```
9
Properties=species:S:1:pos:R:3:forces:R:3
C -0.096 0.106 0.240 2.996 -1.058 0.948
Si 0.646 -1.645 0.038 -2.091 1.182 -0.078
O 2.106 -1.905 -0.119 1.737 -0.015 0.268
Cl -0.659 -3.141 -0.342 -0.177 0.146 0.159
H 0.729 0.703 -0.165 0.145 0.005 0.099
H -0.855 0.240 -0.441 -2.285 0.262 -1.018
H -0.229 0.475 1.259 -0.461 -0.336 -0.223
Cl 4.004 0.621 0.269 -1.198 -0.846 0.293
H 3.012 -0.300 0.420 1.335 0.661 -0.448
```
Forces are in eV/Å.


Here is a 16-piece molecular cluster, C22H76N10O16 overall at a distorted geometry from the OMol25 dataset. Energies are from ωB97M-V/def2-TZVPD.

* Kohn-Sham gap: 8.80 eV
* calculated total energy: -2635.029434 Eh
* molecular weight: 736.904 g/mol
* total charge: 0
* relative energy (zero: lowest compared OMol25 entry of this formula, charge and spin): 112.1 kJ/mol

Geometry as XYZ:
```
124
Properties=species:S:1:pos:R:3:forces:R:3
C -2.911 2.796 -2.120 0.214 -1.139 0.770
C -1.647 3.122 -2.950 -2.156 0.537 0.217
O -0.516 2.436 -2.597 1.082 -0.338 0.461
H -3.143 3.432 -1.241 0.309 -0.071 -0.704
H -2.854 1.751 -1.720 0.182 0.694 -0.225
H -3.765 2.714 -2.783 -0.316 0.465 -0.023
H -1.495 4.181 -2.959 0.376 0.906 0.259
H -1.923 2.898 -3.954 -0.013 -0.401 -1.146
H -0.766 1.862 -1.868 0.428 -0.730 0.303
C 3.921 -2.105 0.577 1.903 0.423 -0.452
C 3.735 -2.579 1.984 2.516 0.116 -0.152
O 3.001 -1.662 2.712 -1.243 -0.199 0.408
H 4.670 -2.750 0.063 -0.532 0.468 0.341
H 4.263 -1.058 0.477 0.102 -0.496 0.240
H 3.012 -2.150 0.043 -1.085 -0.173 -0.609
H 4.702 -2.698 2.542 -0.469 -0.241 -0.847
H 3.261 -3.515 1.885 -0.737 -1.402 0.394
H 3.043 -1.941 3.627 -0.430 0.477 0.439
C 1.025 -2.170 -4.671 -0.035 0.210 -2.446
C 0.398 -2.539 -3.380 -2.228 1.163 0.307
O -0.928 -3.133 -3.527 2.719 -1.845 1.444
H 1.262 -3.076 -5.254 -0.126 0.185 0.185
H 1.965 -1.610 -4.628 -0.125 -0.059 0.433
H 0.348 -1.569 -5.343 0.453 -0.481 0.819
H 0.203 -1.617 -2.770 0.771 -0.696 0.034
H 0.976 -3.286 -2.912 0.820 -0.586 1.049
H -1.357 -2.484 -4.013 -2.035 1.696 -1.722
C 0.170 4.535 0.037 3.481 -2.075 0.996
C -0.698 3.521 0.731 1.327 1.654 0.038
O -1.850 4.307 0.877 -3.140 0.349 2.143
H -0.080 4.528 -0.967 -0.573 0.405 -2.067
H 1.232 4.164 0.088 -0.615 0.562 -0.175
H 0.142 5.517 0.461 -0.188 0.423 0.398
H -0.239 3.195 1.680 -0.529 -0.065 -0.268
H -0.904 2.692 0.057 -0.145 -0.202 0.339
H -1.942 4.716 1.781 0.483 -0.783 -1.367
C -3.989 -2.570 -2.064 -0.948 1.317 1.544
C -3.029 -1.944 -1.033 1.009 -2.311 -1.038
O -3.240 -0.618 -0.838 -0.165 1.777 0.100
H -3.916 -3.630 -2.072 0.296 -0.928 -0.355
H -4.008 -2.120 -3.037 0.787 0.047 -0.678
H -5.015 -2.333 -1.735 0.166 -0.188 0.284
H -1.972 -2.180 -1.236 -0.079 0.439 -0.951
H -3.064 -2.522 -0.124 -0.990 -0.313 1.007
H -2.361 -0.187 -0.874 -0.197 0.003 0.496
C -3.962 -1.223 3.943 0.319 -1.896 0.296
C -3.583 -1.195 2.484 -1.482 -0.799 0.404
O -2.349 -0.563 2.349 0.887 -0.027 -0.351
H -4.709 -2.004 4.057 0.054 -0.447 0.311
H -4.435 -0.385 4.324 -0.762 2.188 0.297
H -3.100 -1.388 4.632 -0.430 -0.305 -0.589
H -4.452 -0.826 1.872 1.361 0.244 0.253
H -3.393 -2.214 2.162 -0.509 -0.514 -0.257
H -1.753 -1.230 2.781 -0.487 1.631 -0.641
C 2.915 1.943 2.655 4.657 5.721 -3.084
O 3.425 3.186 2.344 -2.888 -5.906 1.886
N 1.823 1.660 3.276 -3.758 2.923 2.511
N 3.476 0.852 2.177 3.866 -1.831 -2.400
H 1.353 2.533 3.550 -0.014 -0.859 0.271
H 1.636 0.825 3.818 0.188 -0.419 0.260
H 4.389 1.027 1.696 -1.244 -0.191 0.785
H 3.202 -0.175 2.233 0.111 1.839 0.856
C 0.154 -1.704 4.119 4.327 3.592 3.028
O 1.082 -0.711 4.449 -4.425 -4.869 -1.361
N -0.145 -2.012 2.906 0.068 0.003 -3.983
N -0.411 -2.467 5.023 1.011 0.456 3.369
H 0.394 -1.414 2.283 -0.504 -0.464 -0.668
H -0.728 -2.789 2.524 1.133 0.852 0.880
H 0.011 -2.321 5.946 -0.924 -0.312 -0.387
H -1.173 -3.092 4.880 -0.189 -0.253 -0.114
C 0.355 0.375 0.202 -2.368 0.074 -5.090
O -0.687 0.272 -0.722 4.837 0.159 3.081
N 0.074 0.496 1.444 -0.366 0.008 4.388
N 1.673 0.435 -0.075 -2.224 -0.236 -0.650
H -0.855 0.258 1.749 -0.431 0.464 -0.261
H 0.780 0.748 2.209 -1.143 -0.206 -1.680
H 1.962 0.273 -1.005 0.557 0.041 -0.925
H 2.343 0.642 0.634 0.259 0.131 0.369
C 4.394 -2.542 -3.845 2.189 5.705 -3.752
O 4.550 -1.432 -4.679 -1.386 -5.330 4.248
N 3.932 -2.571 -2.625 -2.422 1.793 2.205
N 4.973 -3.679 -4.136 3.225 -3.204 -2.467
H 3.293 -1.818 -2.366 0.278 -0.205 -0.046
H 3.818 -3.435 -2.130 -0.047 -0.233 -0.106
H 5.686 -3.582 -4.896 -1.175 -0.387 0.970
H 5.192 -4.424 -3.427 -0.550 1.464 -1.137
C -4.336 2.718 2.745 -1.937 -3.264 4.927
O -4.631 2.094 3.890 0.426 1.820 -3.763
N -3.549 2.191 1.858 3.645 -1.125 -2.492
N -4.984 3.809 2.441 -1.188 4.249 -1.979
H -3.122 1.257 2.095 -0.552 1.696 -0.336
H -2.998 2.839 1.182 -1.374 -1.393 1.410
H -5.653 4.198 3.072 0.006 -0.291 0.654
H -4.864 4.451 1.607 0.280 -1.826 1.242
C 2.432 0.764 -3.343 -2.222 1.280 -1.002
O 2.928 -0.055 -2.358 1.420 -0.125 1.179
H 2.977 0.577 -4.199 0.783 -0.605 -2.298
H 2.574 1.811 -3.158 -0.065 0.739 0.679
H 1.361 0.620 -3.508 0.177 -0.199 0.152
H 3.847 0.260 -2.354 0.038 -0.812 0.564
C -2.010 -0.125 -3.997 -1.199 1.810 1.211
O -2.173 -1.162 -4.885 -0.678 -1.642 -1.417
H -2.658 0.664 -4.404 0.630 0.671 0.485
H -0.985 0.205 -3.847 0.044 -0.124 -0.439
H -2.431 -0.376 -3.018 0.234 0.034 0.029
H -3.141 -1.214 -5.013 0.865 -0.376 -0.165
C 3.954 3.014 -0.957 -1.233 -0.412 0.516
O 4.200 4.324 -1.328 0.390 1.692 -2.052
H 2.870 2.788 -0.995 0.290 0.052 0.505
H 4.395 2.758 0.015 -0.356 0.552 -0.069
H 4.385 2.386 -1.668 0.978 -1.521 -1.280
H 4.184 4.409 -2.337 -0.052 -0.291 2.348
C -1.502 1.446 4.451 -0.487 -0.084 1.966
O -2.422 2.298 5.131 2.003 0.380 0.443
H -0.537 1.353 5.012 -0.797 0.365 -0.359
H -1.323 1.737 3.434 0.218 0.357 -0.698
H -1.969 0.472 4.458 0.328 -0.517 -0.275
H -3.315 2.124 4.801 -0.496 -0.085 -0.445
C 0.583 -3.230 0.031 1.118 -0.097 1.198
O 1.147 -4.440 -0.366 -1.381 -1.546 -1.551
H -0.413 -3.280 0.381 -1.567 -0.249 -0.312
H 0.753 -2.433 -0.640 -0.193 0.907 -1.003
H 1.117 -3.032 0.921 0.808 0.812 1.093
H 0.448 -4.866 -0.920 1.171 0.183 0.396
```
Forces are in eV/Å.